# 1
C5H8O2 in the gas phase at a distorted geometry. Source: the OMol25 dataset; level of theory: ωB97M-V with the def2-TZVPD basis set.

For the gap between HOMO and LUMO, the calculation gives 9.88 eV. Its energy is -9405.7945 eV. Its spin multiplicity is 1. The calculation puts the energy above the lowest of the compared OMol25 structures with the same formula, charge and spin at 389.6 kJ/mol. Its net charge is 0. The calculation puts the HOMO energy at -0.335 hartree. The value obtained for the molecular weight is 100.1 u.

CARTESIAN COORDINATES (ANGSTROEM)
O (-1.7423, -1.1633, -0.5635)
C (-0.6207, -1.0098, 0.2774)
C (0.7031, -0.9519, -0.5195)
C (0.8972, 0.5149, -0.0768)
O (2.1519, 0.9310, 0.3293)
C (-0.2027, 1.3851, -0.5175)
C (-0.3138, 0.3738, 0.7629)
H (-2.5421, -1.0755, -0.0293)
H (-0.6328, -1.7242, 1.1057)
H (1.4591, -1.5865, -0.0505)
H (0.6285, -1.1712, -1.5865)
H (2.1784, 1.8834, 0.1963)
H (-0.8847, 1.7728, 0.2748)
H (-0.7658, 1.0427, -1.3780)
H (-0.3133, 0.7786, 1.7753)



# 2
A molecular structure, C5H8O2. Source: the OMol25 dataset; level of theory: ωB97M-V with the def2-TZVPD basis set.

For the gap between HOMO and LUMO, the calculation gives 10.28 eV. Its energy is -9407.7032 eV. Its spin multiplicity is 1. The calculation puts the energy above the lowest of the compared OMol25 structures with the same formula, charge and spin at 205.4 kJ/mol. Its net charge is 0. The calculation puts the HOMO energy at -0.345 hartree. The value obtained for the molecular weight is 100.1 u.

CARTESIAN COORDINATES (ANGSTROEM)
C (0.0161, 1.1417, -0.1147)
C (-0.2803, -0.3094, 0.2088)
C (-1.1424, -1.3018, -0.4819)
C (-1.3835, -0.9411, 0.9739)
O (1.0853, -0.5988, 0.4992)
C (1.4795, 0.6891, 0.0743)
O (2.2138, 0.5699, -1.1093)
H (-0.2266, 1.4650, -1.1304)
H (2.4102, 1.4614, -1.4217)
H (-0.3543, 1.8616, 0.6202)
H (-1.8477, -0.9530, -1.2318)
H (-0.6890, -2.2673, -0.6876)
H (-2.2529, -0.3380, 1.2238)
H (-1.0991, -1.6730, 1.7245)
H (2.0708, 1.1938, 0.8527)



# 3
C5H8O2 in the gas phase. Source: the OMol25 dataset; level of theory: ωB97M-V with the def2-TZVPD basis set.

For the gap between HOMO and LUMO, the calculation gives 11.16 eV. Its energy is -9407.5693 eV. Its spin multiplicity is 1. The calculation puts the energy above the lowest of the compared OMol25 structures with the same formula, charge and spin at 218.3 kJ/mol. Its net charge is 0. The calculation puts the HOMO energy at -0.378 hartree. The value obtained for the molecular weight is 100.1 u.

CARTESIAN COORDINATES (ANGSTROEM)
C (2.3867, 0.2126, -0.5749)
C (1.2396, -0.1014, -0.3769)
C (-0.2123, -0.3216, -0.1875)
C (-0.4875, -1.5313, 0.6948)
O (-0.7954, -0.5804, -1.4558)
C (-0.8236, 0.9546, 0.4425)
O (-0.4153, 2.1300, -0.2204)
H (3.4095, 0.4287, -0.7881)
H (-1.5674, -1.6117, 0.8535)
H (0.0032, -1.4162, 1.6678)
H (-0.1222, -2.4373, 0.2008)
H (-0.6794, 0.2329, -1.9696)
H (-0.6133, 0.9972, 1.5272)
H (-1.9063, 0.8896, 0.3040)
H (0.5444, 2.1901, -0.0998)



# 4
2 unconnected molecules or ions with the total composition C5H8O2. Source: the OMol25 dataset; level of theory: ωB97M-V with the def2-TZVPD basis set.

For the gap between HOMO and LUMO, the calculation gives 9.46 eV. Its energy is -9404.4438 eV. Its spin multiplicity is 1. The calculation puts the energy above the lowest of the compared OMol25 structures with the same formula, charge and spin at 519.9 kJ/mol. Its net charge is 0. The calculation puts the HOMO energy at -0.329 hartree. The value obtained for the molecular weight is 100.1 u.

CARTESIAN COORDINATES (ANGSTROEM)
C (-1.1917, 1.9444, -0.5502)
C (-0.2096, 0.8009, -0.3295)
O (0.3752, 0.4802, -1.5710)
C (2.7780, -1.6490, 0.9117)
O (1.8114, -1.5239, 0.0325)
C (-0.8872, -0.3829, 0.2650)
C (-1.3783, -1.3799, 0.7358)
H (-0.6502, 2.8063, -0.9501)
H (-1.6719, 2.2263, 0.3912)
H (-1.9635, 1.6462, -1.2651)
H (1.1093, -0.1318, -1.4047)
H (2.2866, -2.0069, 1.8603)
H (0.5606, 1.1289, 0.3859)
H (0.9003, -1.7175, 0.3494)
H (-1.8691, -2.2412, 1.1388)



spin multiplicity of number 3 (C5H8O2)?
1



net charge of number 1 (C5H8O2)?
0